1.
Formula: C102H85N17O34
Source: OMol25
Level of theory: ωB97M-V/def2-TZVPD

```
! wB97M-V def2-TZVPD RIJCOSX def2/J DEFGRID3
* xyz 0 1
C -3.692 -4.639 -4.489
C -3.881 -5.161 -3.210
C -4.359 -4.378 -2.223
C -4.724 -3.028 -2.471
C -4.361 -2.482 -3.751
C -3.768 -3.260 -4.750
N -4.989 -2.059 -1.333
O -5.466 -0.936 -1.654
O -4.765 -2.448 -0.147
H -3.409 -5.269 -5.320
H -3.506 -6.168 -3.107
H -4.508 -4.900 -1.289
H -4.421 -1.407 -3.833
H -3.660 -2.947 -5.778
C 1.403 3.742 -5.705
C 1.649 4.826 -6.615
C 0.683 5.769 -6.918
C -0.669 5.516 -6.503
C -0.930 4.375 -5.681
C 0.080 3.551 -5.276
N -1.818 6.410 -6.795
O -1.748 7.246 -7.677
O -2.881 6.087 -6.263
H 2.059 2.916 -5.475
H 2.650 4.979 -6.990
H 0.920 6.676 -7.455
H -1.950 4.241 -5.352
H -0.175 2.689 -4.677
C 1.717 -0.427 -4.328
C 0.369 -0.740 -4.207
C -0.033 -1.957 -3.605
C 0.995 -2.860 -3.145
C 2.346 -2.483 -3.211
C 2.722 -1.256 -3.816
N 0.642 -4.148 -2.512
O 1.510 -4.905 -2.121
O -0.550 -4.447 -2.495
H 2.002 0.509 -4.784
H -0.380 -0.104 -4.656
H -1.084 -2.187 -3.697
H 3.033 -3.198 -2.784
H 3.736 -0.886 -3.812
C 0.776 -1.138 4.079
C 1.894 -0.542 3.505
C 1.686 0.578 2.831
C 0.443 1.101 2.539
C -0.657 0.394 3.043
C -0.485 -0.775 3.789
N 0.264 2.418 1.836
O 1.236 2.945 1.291
O -0.901 2.812 1.810
H 1.036 -2.082 4.534
H 2.890 -0.902 3.714
H 2.462 1.123 2.313
H -1.655 0.771 2.874
H -1.406 -1.306 3.981
C -6.162 4.370 -2.088
C -5.922 3.037 -1.818
C -5.277 2.273 -2.785
C -5.053 2.792 -4.059
C -5.401 4.191 -4.402
C -5.868 4.999 -3.306
N -4.219 1.945 -4.958
O -4.120 0.725 -4.822
O -3.468 2.462 -5.735
H -6.609 4.950 -1.293
H -6.111 2.525 -0.886
H -5.041 1.229 -2.640
H -5.113 4.533 -5.385
H -6.091 6.045 -3.458
C -2.211 4.940 -0.787
C -2.503 5.113 -2.125
C -2.038 6.250 -2.779
C -1.253 7.255 -2.113
C -0.819 7.029 -0.783
C -1.362 5.881 -0.103
N -0.846 8.421 -2.926
O -0.335 9.305 -2.249
O -1.015 8.476 -4.153
H -2.627 4.112 -0.232
H -3.160 4.360 -2.535
H -2.417 6.272 -3.790
H -0.205 7.758 -0.276
H -1.109 5.740 0.937
C 1.710 -8.492 0.854
C 1.939 -7.289 0.228
C 1.880 -6.109 0.974
C 1.699 -6.125 2.328
C 1.525 -7.358 2.971
C 1.451 -8.512 2.226
N 1.538 -4.728 3.039
O 1.250 -3.725 2.377
O 1.588 -4.708 4.285
H 1.734 -9.426 0.313
H 2.182 -7.253 -0.824
H 2.081 -5.100 0.645
H 1.444 -7.304 4.046
H 1.197 -9.392 2.800
C 8.719 2.541 6.031
C 8.904 1.622 4.999
C 7.890 1.504 4.025
C 6.716 2.231 4.129
C 6.563 3.028 5.284
C 7.574 3.307 6.114
N 5.548 2.083 3.149
O 4.461 2.538 3.394
O 5.871 1.517 2.086
H 9.467 2.702 6.793
H 9.829 1.067 4.944
H 8.168 1.025 3.098
H 5.663 3.616 5.387
H 7.525 3.937 6.990
C -4.285 2.132 1.610
C -5.166 2.977 2.310
C -6.354 2.384 2.698
C -6.701 1.098 2.367
C -5.812 0.311 1.641
C -4.635 0.816 1.266
N -8.042 0.560 2.707
O -8.841 1.190 3.396
O -8.369 -0.599 2.361
H -3.314 2.541 1.372
H -4.878 3.991 2.544
H -7.097 2.979 3.209
H -5.997 -0.719 1.376
H -3.987 0.144 0.723
C 1.395 -1.444 0.004
C 1.801 -0.195 -0.492
C 0.793 0.660 -0.978
C -0.576 0.277 -0.902
C -0.970 -0.932 -0.367
C 0.000 -1.802 0.080
N -1.646 1.204 -1.443
O -2.744 0.742 -1.516
O -1.305 2.386 -1.749
H 2.101 -2.186 0.346
H 2.863 -0.025 -0.588
H 1.078 1.536 -1.542
H -1.991 -1.266 -0.256
H -0.326 -2.776 0.415
C -7.002 1.762 7.302
C -7.311 0.450 7.055
C -6.561 -0.318 6.162
C -5.412 0.215 5.513
C -5.181 1.563 5.685
C -5.946 2.384 6.560
N -4.526 -0.598 4.689
O -4.621 -1.796 4.776
O -3.783 -0.029 3.902
H -7.491 2.412 8.012
H -8.006 -0.139 7.635
H -6.791 -1.373 6.158
H -4.402 1.964 5.053
H -5.552 3.372 6.747
C 6.432 -0.910 -5.005
C 6.429 0.256 -5.765
C 6.610 1.488 -5.138
C 6.930 1.506 -3.725
C 6.980 0.269 -3.046
C 6.591 -0.912 -3.644
N 7.265 2.779 -3.082
O 7.783 2.709 -1.985
O 6.822 3.776 -3.644
H 6.353 -1.903 -5.422
H 6.235 0.102 -6.816
H 6.854 2.361 -5.726
H 7.236 0.227 -1.998
H 6.487 -1.848 -3.114
C 10.309 -1.212 2.948
C 9.193 -1.705 3.599
C 7.987 -1.956 2.930
C 7.865 -1.522 1.641
C 8.991 -0.970 0.942
C 10.199 -0.900 1.583
N 6.579 -1.621 0.960
O 6.524 -1.811 -0.269
O 5.580 -1.579 1.663
H 11.297 -1.097 3.369
H 9.396 -1.912 4.639
H 7.225 -2.557 3.405
H 8.998 -0.647 -0.089
H 11.095 -0.689 1.017
C -2.350 -4.405 1.502
C -2.276 -3.667 2.672
C -1.991 -4.329 3.887
C -1.757 -5.757 3.887
C -1.839 -6.470 2.684
C -2.096 -5.769 1.561
N -1.216 -6.440 5.123
O -1.028 -5.726 6.143
O -0.921 -7.653 5.072
H -2.560 -3.893 0.574
H -2.212 -2.589 2.671
H -1.929 -3.724 4.780
H -1.618 -7.526 2.639
H -2.124 -6.304 0.623
C 6.028 -4.682 5.021
C 5.340 -4.556 3.819
C 5.294 -5.581 2.898
C 5.964 -6.757 3.141
C 6.618 -6.937 4.366
C 6.766 -5.853 5.232
N 5.993 -7.767 2.061
O 5.672 -7.441 0.969
O 6.406 -8.894 2.296
H 6.264 -3.880 5.706
H 4.829 -3.623 3.634
H 4.858 -5.363 1.934
H 7.157 -7.838 4.619
H 7.421 -5.965 6.083
C -8.478 -0.128 -1.883
C -8.679 -0.973 -0.763
C -10.035 -1.125 -0.362
C -11.114 -0.606 -1.110
C -10.852 0.177 -2.159
C -9.531 0.361 -2.639
N -12.539 -0.997 -0.848
O -13.372 -0.568 -1.636
O -12.756 -1.771 0.056
H -7.536 0.162 -2.325
H -7.930 -1.491 -0.182
H -10.237 -1.750 0.495
H -11.639 0.570 -2.786
H -9.488 0.910 -3.568
C 2.735 4.263 -1.390
C 1.582 4.796 -1.954
C 1.741 5.851 -2.784
C 3.019 6.468 -3.018
C 4.107 5.914 -2.438
C 3.979 4.770 -1.675
N 3.164 7.632 -3.927
O 4.238 7.990 -4.400
O 2.128 8.239 -4.182
H 2.643 3.424 -0.716
H 0.600 4.359 -1.850
H 0.848 6.214 -3.271
H 5.069 6.403 -2.451
H 4.848 4.280 -1.261
*
```

Computed properties:
Energy relative to the best compared isomer or geometry (same formula, charge and spin) = 107.5 kcal/mol
LUMO level = -1.288 eV


2.
Formula: C10Cl8
Source: OMol25
Level of theory: ωB97M-V/def2-TZVPD

```
! wB97M-V def2-TZVPD RIJCOSX def2/J DEFGRID3
* xyz 0 1
Cl -0.320 3.181 -2.722
Cl -2.565 -2.577 2.203
Cl 2.556 2.656 -2.356
Cl 0.331 -3.489 2.447
Cl -2.705 1.848 -1.348
Cl -3.429 -0.369 0.320
Cl 3.383 0.234 -0.481
Cl 2.595 -1.720 1.573
C 0.063 1.951 -1.538
C -1.348 -1.611 1.403
C 1.447 1.659 -1.389
C -0.088 -2.038 1.560
C -0.963 1.281 -0.929
C -1.716 -0.607 0.507
C 1.785 0.635 -0.544
C 0.943 -1.158 1.086
C -0.708 0.223 -0.011
C 0.741 -0.099 0.220
*
```

Computed properties:
Energy relative to the best compared isomer or geometry (same formula, charge and spin) = 0.0 kcal/mol
Structure (SMILES) = Clc1c(Cl)c(Cl)c2c(Cl)c(Cl)c(Cl)c(Cl)c2c1Cl
LUMO level = -1.069 eV


The lowest energy relative to the best compared isomer or geometry (same formula, charge and spin) belongs to which entry?
C10Cl8


Among the records above, which one has the highest energy relative to the best compared isomer or geometry (same formula, charge and spin)?
C102H85N17O34


The highest LUMO level belongs to which entry?
C10Cl8